Entry 1:
{
  "formula": "C28H29IrN6O2S",
  "method": "ωB97M-V with the def2-TZVPD basis set",
  "symbols": ["Ir", "S", "O", "O", "N", "N", "N", "N", "N", "N", "C", "C", "C", "C", "C", "C", "C", "C", "C", "C", "C", "C", "C", "C", "C", "C", "C", "C", "C", "C", "C", "C", "C", "C", "C", "C", "C", "C", "H", "H", "H", "H", "H", "H", "H", "H", "H", "H", "H", "H", "H", "H", "H", "H", "H", "H", "H", "H", "H", "H", "H", "H", "H", "H", "H", "H", "H"],
  "coordinates": [[0.31705, -0.30522, 0.84140], [0.59189, 0.75364, -2.08197], [0.26824, -0.63074, -1.73040], [1.91541, 1.08188, -2.49142], [0.28946, 1.39798, -0.56118], [5.23427, -1.65090, -1.20920], [5.28101, -0.56008, 0.80777], [0.26526, 1.66363, 2.04236], [-3.23335, -2.83355, -0.43086], [2.52919, -0.42071, 0.82504], [0.29551, -2.41125, 2.63876], [0.16729, 1.77705, 3.36127], [0.48863, 4.14303, 3.28957], [-0.99536, -3.15967, 0.71288], [-1.72247, -2.93620, -0.58507], [-2.40810, 2.49144, -4.91857], [0.59149, 4.04486, 1.88755], [0.83736, 5.16315, 1.03459], [-1.05694, 2.52985, -5.23196], [-0.12531, 1.99783, -4.35251], [-2.85054, 1.91697, -3.72819], [-0.58357, 1.42032, -3.17246], [0.26434, 3.00457, 4.02335], [0.79179, 3.76800, -0.93569], [3.24244, 0.10101, 1.83611], [0.94352, 5.00459, -0.34503], [-0.94234, -4.43948, 1.23459], [-3.63775, -1.72088, 0.47446], [-0.31606, -2.11602, 1.39583], [-0.31720, -4.71049, 2.45563], [-1.93814, 1.37083, -2.84739], [3.15494, -1.00774, -0.18510], [0.45429, 2.78244, 1.31030], [0.28704, -3.69058, 3.17046], [4.57035, -1.07576, -0.20084], [4.62423, 0.01086, 1.80089], [0.51936, 2.62707, -0.13432], [-3.90247, -4.11262, -0.02813], [-2.26283, 0.92214, -1.91590], [-0.72502, 2.97275, -6.16066], [-4.97799, -3.96629, -0.08843], [5.21571, 0.42020, 2.61137], [0.58516, 5.10736, 3.77308], [-4.71981, -1.62053, 0.45290], [0.93278, 2.01367, -4.57757], [0.76931, -3.89073, 4.11741], [-0.30346, -5.72355, 2.83537], [-3.30895, -1.96435, 1.48156], [1.14153, 5.86957, -0.96344], [-1.55198, -3.76359, -1.27370], [0.94832, 6.14565, 1.47633], [0.00437, 0.86311, 3.91951], [6.24055, -1.68435, -1.16512], [0.82265, -1.63588, 3.18960], [-3.12955, 2.91376, -5.60518], [-3.59784, -4.90422, -0.70811], [-3.61935, -4.35008, 0.99276], [2.55695, -1.41911, -0.98635], [4.77229, -2.05024, -2.00588], [-3.57848, -2.61497, -1.36684], [-3.16551, -0.79983, 0.13988], [-1.40907, -2.01627, -1.07266], [0.86720, 3.66163, -2.00956], [-1.37936, -5.26490, 0.68557], [0.17047, 3.03439, 5.09970], [-3.90731, 1.90229, -3.49948], [2.71446, 0.57327, 2.65130]],
  "forces_ev_per_angstrom": [[-0.02, 0.01, 0.02], [-0.20, -0.13, 0.05], [0.09, 0.05, -0.13], [0.02, -0.01, 0.02], [0.08, -0.02, 0.07], [0.04, 0.00, 0.02], [-0.04, -0.02, -0.03], [0.03, 0.05, 0.04], [0.01, -0.04, 0.01], [0.00, -0.01, -0.06], [0.03, 0.04, 0.01], [-0.01, 0.01, 0.00], [0.01, 0.04, -0.04], [-0.01, 0.01, 0.03], [-0.03, -0.03, -0.06], [0.00, 0.00, 0.00], [0.01, 0.03, 0.04], [0.00, -0.01, 0.04], [-0.01, -0.01, 0.01], [0.03, -0.04, 0.02], [-0.01, 0.01, -0.03], [0.03, 0.07, -0.04], [-0.01, -0.06, 0.01], [0.01, 0.02, -0.02], [0.00, 0.01, 0.04], [0.00, -0.02, -0.04], [0.00, 0.00, 0.01], [0.00, 0.02, 0.03], [-0.02, -0.05, -0.07], [0.00, -0.02, 0.00], [0.00, -0.04, 0.05], [0.00, -0.01, 0.01], [-0.03, -0.06, 0.04], [0.01, 0.02, 0.00], [-0.03, 0.01, 0.01], [0.01, 0.02, 0.04], [-0.02, 0.07, -0.08], [0.01, 0.01, -0.02], [-0.01, 0.01, 0.00], [0.00, 0.00, 0.00], [0.00, -0.01, 0.01], [0.01, -0.01, -0.01], [0.00, 0.00, 0.01], [0.00, -0.01, -0.01], [-0.01, 0.02, -0.01], [0.00, 0.00, 0.00], [0.00, 0.00, 0.00], [-0.01, 0.01, 0.00], [0.00, 0.00, 0.00], [0.00, 0.00, 0.01], [-0.01, 0.00, 0.00], [0.00, 0.00, 0.01], [0.00, 0.00, -0.01], [0.01, -0.01, 0.01], [0.00, 0.00, -0.01], [0.00, 0.00, 0.00], [-0.01, 0.00, 0.00], [-0.02, 0.00, 0.00], [-0.01, 0.00, 0.00], [-0.01, 0.03, 0.01], [0.00, 0.00, -0.01], [0.04, 0.04, 0.01], [0.00, -0.01, 0.00], [0.00, 0.00, -0.01], [0.00, 0.01, 0.00], [0.00, -0.01, 0.01], [0.00, -0.01, -0.01]],
  "e_tot_ha": -2064.85110,
  "spin_multiplicity": 6,
  "orbital_gap_ha": [0.263, 0.167],
  "charge": 3,
  "e_above_lowest_ev": 0.000
}

***

Entry 2:
{
  "formula": "C28H29N3O3",
  "method": "ωB97M-V with the def2-TZVPD basis set",
  "symbols": ["O", "O", "O", "N", "N", "N", "C", "C", "C", "C", "C", "C", "C", "C", "C", "C", "C", "C", "C", "C", "C", "C", "C", "C", "C", "C", "C", "C", "C", "C", "C", "C", "C", "C", "H", "H", "H", "H", "H", "H", "H", "H", "H", "H", "H", "H", "H", "H", "H", "H", "H", "H", "H", "H", "H", "H", "H", "H", "H", "H", "H", "H", "H"],
  "coordinates": [[-6.84203, -0.71724, 1.23083], [-6.81400, -2.67340, -0.46454], [1.79109, 2.05007, -1.91860], [5.23757, 0.46592, -0.47706], [-2.72982, 2.01077, 0.37297], [1.65819, 0.03672, -0.90535], [2.99623, -0.35624, -1.27140], [0.12734, 4.96549, 0.80805], [5.92423, -0.13645, -1.60109], [-4.63725, -2.00396, -1.33388], [-1.77617, 2.94664, 0.50038], [-2.46462, 0.88347, -0.24941], [-3.56238, -0.08223, -0.35847], [-5.73578, -0.79468, 0.44208], [-6.86743, -3.75084, -1.36533], [-1.17506, 0.60937, -0.76698], [-2.10496, 4.14610, 1.16805], [5.55581, -1.71625, 1.18877], [-6.92644, 0.34540, 2.14802], [4.31722, -1.52720, 0.58553], [4.00802, -0.20957, -0.09974], [0.48080, 3.81342, 0.16037], [-4.66484, 0.07195, 0.49082], [-5.72360, -1.86321, -0.48658], [-0.45840, 2.77935, -0.01225], [3.37320, -2.54205, 0.68123], [5.85401, -2.89850, 1.84072], [1.17903, 1.26644, -1.21835], [-0.17662, 1.54336, -0.65186], [-1.17061, 5.13181, 1.31608], [-3.56652, -1.12513, -1.27288], [5.07874, 1.89699, -0.63295], [3.66950, -3.72529, 1.33640], [4.91302, -3.91151, 1.91259], [-4.63915, 0.89871, 1.18033], [2.99256, -1.37716, -1.66034], [-6.12376, 0.30061, 2.89147], [-7.81387, -4.25157, -1.16774], [-6.89669, 1.31597, 1.64255], [4.35636, 2.18160, -1.41060], [1.47419, 3.69106, -0.24237], [-0.98074, -0.33239, -1.25681], [2.92248, -4.50362, 1.39677], [6.82434, -3.02882, 2.29711], [5.46582, 0.09656, -2.57241], [-4.61331, -2.80106, -2.05997], [1.16171, -0.52571, -0.23221], [2.39006, -2.42238, 0.24957], [-2.75458, -1.25755, -1.97055], [-3.10917, 4.25283, 1.54769], [5.14403, -4.83661, 2.41954], [6.28269, -0.92130, 1.13721], [-1.42518, 6.05023, 1.82494], [6.04623, 2.32774, -0.88588], [5.94391, -1.21715, -1.47356], [-6.04506, -4.45545, -1.20154], [4.74949, 2.32165, 0.31575], [-6.85028, -3.40886, -2.40559], [0.84984, 5.75858, 0.93227], [-7.88708, 0.22612, 2.64666], [3.53318, 0.43511, 0.65482], [3.28341, 0.32290, -2.07733], [6.95107, 0.23041, -1.61591]],
  "forces_ev_per_angstrom": [[0.17, -0.27, -0.33], [0.16, 0.37, 0.22], [-0.02, 0.26, -0.04], [0.00, 0.05, 0.05], [-0.40, -0.46, -0.14], [-0.10, -0.33, 0.13], [0.28, 0.14, -0.01], [0.23, -0.14, -0.10], [0.02, 0.04, 0.06], [-0.32, -0.22, 0.03], [0.72, 0.19, -0.13], [0.25, 0.53, 0.19], [-0.41, -0.51, -0.17], [-0.10, -0.12, -0.04], [0.01, -0.19, -0.17], [0.30, 0.25, 0.02], [0.11, 0.19, 0.06], [0.00, -0.02, 0.03], [0.00, 0.19, 0.16], [0.03, 0.01, 0.08], [-0.03, 0.10, -0.07], [0.17, 0.27, 0.07], [-0.12, -0.10, 0.04], [-0.08, 0.04, 0.07], [-0.39, -0.10, 0.08], [0.06, 0.05, -0.02], [0.02, -0.05, 0.05], [-0.01, -0.32, 0.02], [-0.50, -0.01, -0.03], [-0.26, -0.06, 0.05], [0.15, 0.34, 0.21], [-0.02, -0.03, 0.02], [-0.10, -0.10, 0.04], [0.01, -0.08, 0.04], [-0.09, 0.05, 0.09], [0.00, 0.09, -0.01], [-0.02, 0.01, -0.04], [0.08, 0.00, -0.05], [0.01, -0.03, 0.02], [0.00, 0.01, -0.03], [0.06, 0.02, -0.03], [0.03, -0.06, -0.04], [-0.05, -0.06, 0.01], [0.08, -0.01, 0.03], [-0.02, -0.01, -0.04], [-0.06, -0.08, -0.04], [-0.07, 0.16, -0.04], [-0.10, -0.01, -0.10], [0.10, 0.00, -0.06], [-0.10, -0.01, 0.03], [0.02, -0.08, 0.04], [0.06, 0.07, -0.03], [-0.05, 0.05, 0.04], [0.04, 0.08, 0.00], [0.07, -0.07, -0.06], [-0.02, 0.04, -0.01], [-0.03, 0.09, 0.01], [0.01, -0.01, 0.05], [0.08, 0.04, -0.01], [0.08, 0.05, -0.01], [0.01, -0.04, -0.16], [0.03, -0.16, 0.07], [0.04, -0.04, -0.10]],
  "e_tot_ha": -1474.36195,
  "smiles": "COc1ccc(-c2cc(C(=O)NC[C@@H](c3ccccc3)N(C)C)c3ccccc3n2)cc1OC",
  "orbital_gap_ha": 0.287,
  "charge": 0,
  "e_above_lowest_ev": 1.776
}

***

Entry 3:
{
  "formula": "C28H29OSi",
  "method": "ωB97M-V with the def2-TZVPD basis set",
  "symbols": ["Si", "O", "C", "C", "C", "C", "C", "C", "C", "C", "C", "C", "C", "C", "C", "C", "C", "C", "C", "C", "C", "C", "C", "C", "C", "C", "C", "C", "C", "C", "H", "H", "H", "H", "H", "H", "H", "H", "H", "H", "H", "H", "H", "H", "H", "H", "H", "H", "H", "H", "H", "H", "H", "H", "H", "H", "H", "H", "H"],
  "coordinates": [[-2.24757, 2.76339, 0.60902], [4.51579, -0.60458, -2.48915], [2.32897, -1.58903, -2.97798], [-1.91824, -2.36022, -1.45380], [-3.08160, -3.74356, -3.08364], [-2.56361, 4.56198, 4.28369], [-2.12838, 3.58874, 5.17202], [2.62132, -0.28114, -0.97318], [7.00956, -3.88500, -1.67606], [0.49844, -1.38243, -1.39878], [6.17620, -3.92782, -2.77961], [-1.76157, 2.11024, 3.30830], [-3.11175, -2.33937, -0.70181], [-1.72719, 2.35831, 4.66758], [7.06160, -2.74636, -0.89559], [1.33967, -0.56311, -0.60043], [-1.10384, 3.93633, -0.30164], [6.27122, -1.66466, -1.20279], [-1.93773, -3.11267, -2.65120], [-4.00407, 2.88384, -0.03427], [-2.09673, 3.87160, 6.63403], [-0.81486, -1.61393, -0.94131], [-4.24499, -2.98254, -1.13665], [-2.59717, 4.31139, 2.92542], [-2.19647, 3.08588, 2.43548], [1.04703, -1.87306, -2.61159], [5.39906, -1.70192, -2.29052], [-4.24109, -3.67448, -2.33200], [5.37809, -2.84938, -3.08717], [3.15697, -0.80877, -2.16086], [-1.11628, 3.72898, -1.36749], [-0.08569, 3.83418, 0.06174], [7.72747, -2.69702, -0.04937], [4.74268, -2.87245, -3.95319], [-2.87556, 5.51815, 4.67096], [-1.73245, 3.01153, 7.19785], [-1.41916, 4.96446, -0.14916], [-1.44102, 4.71638, 6.85161], [-2.93597, 5.06882, 2.23752], [0.45968, -2.46640, -3.27601], [6.29326, -0.77010, -0.60846], [3.24814, 0.34671, -0.36478], [-5.14628, -2.93568, -0.54699], [-1.45028, 1.15529, 2.91743], [-1.38778, 1.59703, 5.35075], [-5.14341, -4.14907, -2.68010], [-3.08269, -4.28824, -4.01530], [-1.03954, -1.10437, -0.01792], [-4.03533, 2.66988, -1.09846], [6.16565, -4.80270, -3.40911], [-3.12474, -1.80791, 0.23626], [2.72667, -1.92904, -3.91758], [0.95689, -0.16360, 0.32535], [-3.09395, 4.11603, 7.00384], [7.62858, -4.73395, -1.43125], [-4.39597, 3.88418, 0.12541], [-4.64817, 2.17864, 0.48249], [-1.76924, 1.39491, 0.40682], [-1.05255, -3.23229, -3.23838]],
  "forces_ev_per_angstrom": [[-0.26, 0.66, -0.10], [-1.68, -0.22, 0.41], [0.53, 0.22, -0.27], [0.04, -0.15, -0.15], [0.34, 0.02, -0.20], [-0.05, 0.10, -0.11], [0.06, -0.19, -0.14], [0.92, 0.27, -0.42], [0.11, -0.19, 0.00], [-0.10, -0.07, -0.13], [0.30, -0.15, 0.13], [0.04, -0.02, 0.33], [0.26, 0.20, 0.14], [0.01, 0.03, 0.14], [0.25, -0.19, -0.04], [-0.39, -0.12, -0.11], [-0.26, -0.31, 0.11], [-0.87, 0.81, -0.42], [0.01, -0.07, 0.01], [0.41, -0.07, 0.05], [0.05, -0.03, 0.43], [0.11, -0.23, -0.40], [-0.30, 0.09, 0.30], [-0.07, 0.30, 0.41], [0.06, -0.40, -0.98], [-0.05, 0.17, 0.18], [0.04, -0.97, 0.51], [-0.13, 0.12, 0.06], [-0.56, 1.09, -0.08], [1.34, -0.45, 0.27], [0.03, 0.03, -0.21], [0.17, 0.02, 0.05], [0.06, 0.01, 0.11], [-0.15, -0.08, -0.24], [-0.08, 0.22, 0.04], [-0.02, 0.05, -0.02], [-0.02, 0.18, 0.00], [-0.04, 0.02, 0.03], [-0.11, 0.28, -0.05], [-0.05, -0.10, -0.21], [0.04, 0.23, 0.24], [0.14, 0.07, 0.17], [-0.08, 0.00, 0.09], [0.09, -0.27, 0.03], [0.07, -0.16, 0.14], [-0.12, -0.12, -0.04], [0.09, -0.06, -0.04], [-0.08, 0.12, 0.30], [-0.08, -0.01, -0.20], [-0.07, -0.09, -0.09], [-0.04, 0.16, 0.13], [-0.01, -0.18, -0.14], [-0.07, 0.08, 0.14], [0.03, 0.04, 0.02], [0.05, -0.09, 0.00], [-0.10, 0.15, 0.01], [-0.13, -0.09, 0.08], [0.23, -0.64, -0.10], [0.07, -0.01, -0.19]],
  "e_tot_ha": -1448.83023,
  "orbital_gap_ha": 0.187,
  "charge": 1
}